1.
{"formula": "C49H54Cl5F9N3O4PSi2Sr", "method": "ωB97M-V/def2-TZVPD", "elements": ["Sr", "Cl", "C", "C", "C", "Cl", "C", "Cl", "C", "Cl", "C", "Cl", "C", "Si", "C", "C", "C", "C", "C", "C", "C", "C", "N", "Si", "C", "C", "C", "H", "H", "H", "H", "H", "H", "H", "H", "H", "H", "H", "H", "H", "H", "H", "H", "H", "H", "H", "H", "H", "H", "O", "H", "H", "O", "H", "H", "O", "H", "H", "F", "C", "F", "F", "C", "C", "C", "C", "C", "C", "P", "C", "C", "C", "C", "C", "C", "C", "F", "F", "F", "C", "C", "C", "C", "C", "C", "C", "F", "F", "F", "H", "H", "H", "H", "H", "H", "H", "H", "H", "H", "H", "H", "C", "C", "N", "C", "C", "C", "O", "C", "C", "C", "C", "N", "C", "H", "H", "H", "H", "H", "H", "H", "H", "H", "H", "H", "H", "H", "H"], "xyz": [[1.814, 0.535, -0.446], [-0.766, -2.232, -2.899], [0.785, -1.678, -3.572], [1.750, -1.233, -2.695], [2.955, -0.952, -3.292], [4.311, -0.440, -2.215], [3.224, -1.015, -4.656], [4.764, -0.625, -5.306], [2.181, -1.404, -5.494], [2.423, -1.468, -7.195], [0.939, -1.756, -4.949], [-0.340, -2.252, -5.987], [1.773, 5.849, 0.234], [1.302, 4.079, 0.680], [-0.257, 3.794, -0.394], [0.688, 4.101, 2.478], [2.636, 2.826, 0.444], [3.021, 2.079, 1.701], [3.521, 2.734, 2.836], [3.896, 2.026, 3.961], [3.776, 0.642, 3.967], [3.282, 0.044, 2.824], [2.919, 0.726, 1.743], [4.186, 3.280, -0.456], [5.527, 2.001, -0.059], [3.915, 3.365, -2.325], [4.992, 4.930, 0.011], [0.896, 6.494, 0.335], [2.118, 5.928, -0.800], [2.561, 6.243, 0.875], [-1.145, 4.191, 0.106], [-0.472, 2.757, -0.661], [-0.162, 4.338, -1.337], [-0.339, 4.473, 2.518], [1.295, 4.769, 3.093], [0.715, 3.124, 2.965], [3.622, 3.811, 2.806], [4.288, 2.545, 4.826], [4.056, 0.045, 4.824], [3.162, -1.034, 2.761], [5.153, 0.994, 0.136], [6.069, 2.314, 0.837], [6.247, 1.937, -0.878], [3.643, 2.402, -2.766], [4.826, 3.697, -2.829], [3.132, 4.090, -2.565], [4.935, 5.114, 1.086], [4.539, 5.784, -0.493], [6.050, 4.906, -0.264], [-1.751, -0.210, -0.570], [-1.409, -1.104, -0.715], [-1.582, 0.238, -1.411], [2.660, -1.998, 0.032], [2.341, -2.069, -0.895], [3.615, -1.888, -0.031], [-0.202, 1.036, 1.284], [-0.915, 0.636, 0.742], [-0.447, 1.963, 1.397], [0.088, -1.703, 8.600], [-0.487, -0.731, 7.863], [0.158, 0.412, 8.143], [-1.749, -0.600, 8.316], [-0.459, -1.067, 6.399], [0.175, -0.243, 5.488], [0.178, -0.586, 4.141], [-0.440, -1.752, 3.710], [-1.084, -2.572, 4.642], [-1.094, -2.235, 5.980], [-0.384, -2.150, 1.929], [-2.129, -2.644, 1.656], [-3.080, -1.665, 1.953], [-4.422, -1.874, 1.700], [-4.833, -3.071, 1.132], [-3.904, -4.056, 0.833], [-2.558, -3.843, 1.094], [-6.285, -3.326, 0.846], [-6.471, -3.800, -0.401], [-7.032, -2.214, 0.963], [-6.807, -4.241, 1.688], [0.538, -3.722, 1.884], [0.664, -4.351, 0.644], [1.432, -5.493, 0.497], [2.117, -5.999, 1.592], [2.031, -5.367, 2.824], [1.244, -4.237, 2.969], [2.989, -7.216, 1.467], [2.670, -8.152, 2.382], [4.289, -6.915, 1.664], [2.896, -7.793, 0.258], [0.660, 0.665, 5.820], [0.652, 0.064, 3.419], [-1.576, -3.479, 4.312], [-1.589, -2.872, 6.701], [-2.765, -0.722, 2.386], [-5.147, -1.107, 1.937], [-4.225, -4.992, 0.395], [-1.849, -4.627, 0.864], [0.179, -3.932, -0.231], [1.515, -5.973, -0.468], [2.579, -5.757, 3.672], [1.186, -3.757, 3.936], [-4.760, -0.016, -2.216], [-4.597, 1.395, -2.766], [-4.596, 1.451, -4.223], [-5.862, 1.168, -4.902], [-5.873, -0.191, -5.585], [-3.565, 1.850, -5.009], [-3.690, 2.014, -6.214], [-2.211, 2.080, -4.397], [-1.473, 3.194, -4.779], [-0.187, 3.337, -4.290], [0.312, 2.367, -3.434], [-0.372, 1.283, -3.069], [-1.603, 1.152, -3.567], [-4.640, -0.019, -1.133], [-4.017, -0.696, -2.638], [-5.746, -0.419, -2.448], [-3.684, 1.854, -2.394], [-5.421, 2.023, -2.412], [-6.034, 1.953, -5.638], [-6.649, 1.231, -4.149], [-5.094, -0.236, -6.344], [-6.834, -0.360, -6.073], [-5.710, -0.996, -4.868], [-1.907, 3.912, -5.462], [0.431, 4.180, -4.566], [1.316, 2.474, -3.034], [-2.122, 0.228, -3.329]], "total_charge": 0, "homo_lumo_gap_ha": 0.2853, "e_above_lowest_kj_mol": 0.0, "energy_ha": -6515.88001, "multiplicity": 1}

***

2.
{"formula": "CH8NS2", "method": "ωB97M-V/def2-TZVPD", "elements": ["N", "H", "H", "H", "H", "C", "S", "S", "H", "H", "H", "H"], "xyz": [[0.760, 1.433, -2.175], [0.193, 0.858, -2.777], [1.326, 2.045, -2.771], [0.154, 1.999, -1.461], [1.286, 0.732, -1.610], [-0.071, -1.006, 2.392], [0.100, -1.911, 0.715], [-1.311, -0.620, -0.334], [0.930, -0.992, 2.852], [-0.629, -1.511, 3.061], [-0.290, 0.061, 2.257], [-2.448, -1.087, -0.149]], "total_charge": 1, "homo_lumo_gap_ha": 0.3152, "e_above_lowest_kj_mol": 101.8, "energy_ha": -893.73562, "multiplicity": 1}

***

3.
{"formula": "C6H12O", "method": "ωB97M-V/def2-TZVPD", "elements": ["C", "C", "C", "C", "C", "C", "O", "H", "H", "H", "H", "H", "H", "H", "H", "H", "H", "H", "H"], "xyz": [[2.311, -0.338, 0.040], [1.536, 0.878, -0.482], [0.093, 1.077, -0.005], [-1.038, 0.427, -0.706], [-2.224, 0.244, -0.120], [-1.311, -1.650, 0.806], [-0.295, -1.276, 1.353], [2.423, -0.317, 1.129], [1.809, -1.278, -0.200], [3.318, -0.354, -0.399], [2.091, 1.783, -0.205], [1.526, 0.855, -1.580], [-0.011, 1.060, 1.086], [-0.279, 2.054, -0.351], [-0.868, 0.237, -1.766], [-3.078, -0.154, -0.648], [-2.382, 0.573, 0.907], [-2.283, -1.694, 1.334], [-1.338, -2.126, -0.192]], "total_charge": 0, "homo_lumo_gap_ha": 0.3745, "e_above_lowest_kj_mol": 255.8, "energy_ha": -310.96186, "multiplicity": 1, "smiles": "C=CCCC.C=O"}

***

4.
{"formula": "C30H49BN7O5Re", "method": "ωB97M-V/def2-TZVPD", "elements": ["Re", "O", "C", "C", "N", "C", "C", "O", "O", "C", "C", "O", "O", "H", "H", "H", "H", "H", "H", "H", "H", "H", "C", "C", "C", "C", "N", "N", "B", "N", "N", "C", "C", "C", "C", "C", "C", "C", "C", "N", "N", "C", "C", "C", "C", "C", "C", "C", "C", "C", "C", "C", "C", "H", "H", "H", "H", "H", "H", "H", "H", "H", "H", "H", "H", "H", "H", "H", "H", "H", "H", "H", "H", "H", "H", "H", "H", "H", "H", "H", "H", "H", "H", "H", "H", "H", "H", "H", "H", "H", "H", "H", "H"], "xyz": [[-0.171, 0.128, 0.358], [-2.426, 0.145, 0.608], [-3.430, 0.778, 1.466], [-2.973, 0.835, 2.905], [-1.615, 1.299, 3.013], [-1.332, 2.688, 2.750], [-0.065, 2.830, 1.938], [0.772, 3.657, 2.157], [0.047, 1.978, 0.897], [-0.766, 0.679, 3.999], [0.192, -0.353, 3.455], [0.883, -1.005, 4.183], [0.255, -0.493, 2.122], [-2.768, 0.144, -0.296], [-4.346, 0.189, 1.404], [-3.632, 1.772, 1.075], [-3.021, -0.159, 3.337], [-3.700, 1.455, 3.452], [-1.203, 3.288, 3.657], [-2.145, 3.128, 2.175], [-1.331, 0.181, 4.790], [-0.138, 1.431, 4.486], [-1.032, -0.403, -5.017], [-1.017, 0.417, -3.768], [-1.464, 1.706, -3.568], [-1.211, 2.024, -2.239], [-0.669, 0.925, -1.624], [-0.540, -0.025, -2.606], [0.406, -1.212, -2.379], [1.686, -0.688, -1.700], [1.723, -0.152, -0.427], [3.024, 0.154, -0.154], [3.778, -0.191, -1.272], [2.923, -0.718, -2.208], [3.244, -1.230, -3.572], [3.704, 0.805, 1.048], [2.943, 0.810, 2.362], [5.019, 0.045, 1.293], [4.013, 2.258, 0.647], [-0.275, -2.237, -1.481], [-0.483, -1.963, -0.153], [-0.914, -3.139, 0.405], [-1.034, -4.086, -0.606], [-0.600, -3.494, -1.773], [-0.478, -4.094, -3.135], [-1.065, -3.513, 1.869], [-1.919, -2.513, 2.643], [0.349, -3.690, 2.451], [-1.768, -4.874, 1.984], [-1.426, 3.416, -1.670], [-0.077, 4.016, -1.242], [-2.436, 3.362, -0.530], [-2.017, 4.332, -2.749], [-1.597, 0.121, -5.785], [-1.501, -1.371, -4.845], [-0.025, -0.581, -5.394], [-1.883, 2.351, -4.319], [0.685, -1.710, -3.424], [4.842, -0.075, -1.383], [4.305, -1.087, -3.764], [2.680, -0.699, -4.338], [3.017, -2.292, -3.663], [2.787, -0.199, 2.735], [2.001, 1.333, 2.279], [3.545, 1.347, 3.097], [4.836, -1.020, 1.445], [5.490, 0.441, 2.193], [5.726, 0.161, 0.472], [3.091, 2.834, 0.538], [4.570, 2.309, -0.289], [4.612, 2.726, 1.430], [-1.355, -5.106, -0.500], [-0.847, -5.116, -3.111], [0.559, -4.110, -3.472], [-1.057, -3.537, -3.873], [-1.685, -1.497, 2.369], [-1.759, -2.637, 3.716], [-2.980, -2.680, 2.433], [0.984, -2.824, 2.292], [0.823, -4.556, 1.984], [0.290, -3.870, 3.526], [-2.755, -4.863, 1.517], [-1.900, -5.102, 3.043], [-1.178, -5.679, 1.548], [0.497, 3.353, -0.601], [-0.243, 4.951, -0.704], [0.521, 4.239, -2.128], [-2.100, 2.686, 0.241], [-3.406, 3.022, -0.906], [-2.571, 4.356, -0.097], [-1.358, 4.419, -3.612], [-2.138, 5.330, -2.326], [-2.998, 3.990, -3.086]], "total_charge": 1, "homo_lumo_gap_ha": [0.3403, 0.2948], "e_above_lowest_kj_mol": 5.0, "energy_ha": -2035.13803, "s_squared": 3.7658, "multiplicity": 4}

***

5.
{"formula": "C22H24BF5IrN2O3S", "method": "ωB97M-V/def2-TZVPD", "elements": ["Ir", "C", "C", "O", "C", "C", "C", "N", "N", "C", "O", "C", "C", "C", "C", "C", "C", "H", "H", "H", "H", "H", "H", "H", "H", "H", "H", "H", "H", "O", "S", "C", "C", "C", "C", "H", "H", "H", "H", "H", "H", "H", "H", "F", "C", "C", "C", "C", "C", "C", "H", "H", "H", "H", "F", "B", "F", "F", "F"], "xyz": [[-0.378, -0.050, -0.081], [-2.580, 2.750, -2.319], [-1.659, 2.310, -1.223], [-1.034, 1.205, -1.451], [-1.454, 3.053, -0.077], [-0.553, 2.679, 0.949], [-0.267, 3.666, 2.039], [0.048, 1.503, 0.992], [0.977, 1.321, 2.019], [1.225, 0.058, 2.172], [0.646, -0.861, 1.448], [2.150, -0.411, 3.222], [2.685, -1.692, 3.130], [3.530, -2.161, 4.124], [3.833, -1.356, 5.214], [3.299, -0.077, 5.305], [2.462, 0.398, 4.310], [-2.476, 2.094, -3.179], [-2.381, 3.779, -2.616], [-3.606, 2.695, -1.949], [-1.954, 4.005, 0.013], [-0.866, 4.560, 1.893], [0.791, 3.929, 2.051], [-0.486, 3.221, 3.010], [2.457, -2.299, 2.264], [3.952, -3.155, 4.050], [4.492, -1.722, 5.990], [3.531, 0.547, 6.157], [2.046, 1.396, 4.361], [-0.778, -2.135, -0.263], [0.097, -3.249, 0.333], [-0.497, -4.670, -0.627], [-1.343, -5.541, 0.305], [-1.983, -4.585, 1.310], [-0.830, -3.725, 1.809], [0.369, -5.173, -1.053], [-1.074, -4.219, -1.433], [-0.699, -6.247, 0.834], [-2.077, -6.117, -0.257], [-2.489, -5.103, 2.124], [-2.710, -3.942, 0.808], [-0.141, -4.277, 2.452], [-1.118, -2.797, 2.300], [-6.068, -0.180, 2.139], [-4.804, -0.139, 1.661], [-3.774, 0.158, 2.528], [-2.477, 0.205, 2.030], [-2.223, -0.044, 0.683], [-3.287, -0.356, -0.160], [-4.588, -0.403, 0.324], [-3.988, 0.347, 3.571], [-1.663, 0.432, 2.709], [-3.102, -0.573, -1.205], [-5.424, -0.641, -0.319], [1.747, -0.250, -1.056], [1.511, -1.129, -2.208], [1.735, -2.447, -1.828], [2.291, -0.747, -3.260], [0.130, -0.911, -2.457]], "total_charge": 0, "homo_lumo_gap_ha": [0.2968, 0.2458], "e_above_lowest_kj_mol": 0.0, "energy_ha": -2214.85933, "s_squared": 0.7581, "multiplicity": 2}